Molecular formula: C44H86Br34F4O4
Method: DFT, wB97M-V/def2-TZVPD

Computed properties:
Lowest unoccupied orbital energy in eV: 0.033
HOMO in eV: -8.8
F_max in eV Å⁻¹: 7.84
Frontier orbital gap in eV: 8.8

```
172
Properties=species:S:1:pos:R:3:forces:R:3
C 5.6568 0.0090 -0.4735 -0.472 -1.033 1.225
O 4.5455 0.4704 -1.2656 1.438 0.526 -1.107
C 4.7626 0.2683 -2.6647 -1.096 -0.415 -0.399
C 4.2975 -1.2430 -3.0506 1.339 1.479 0.620
C 5.6327 -2.1124 -3.1822 0.151 0.021 -0.897
O 5.6530 -3.3198 -2.3813 -2.266 2.421 -2.171
O 6.5666 -3.1114 -1.3742 1.826 4.614 3.045
O 3.4195 -1.6567 -2.0014 -0.246 -0.657 -1.766
C 2.5770 -2.7695 -2.4310 0.593 0.060 -0.042
C 1.1032 -2.2784 -2.7258 0.114 1.557 -0.399
C 0.6652 -0.9461 -1.9284 -1.079 -1.112 -0.817
C 0.2276 -1.2139 -0.4425 0.079 2.157 -0.450
F -0.6173 -0.1366 -0.0683 1.057 -1.613 -0.197
F 1.3201 -1.1214 0.4124 -1.991 -0.971 -0.942
F -0.5291 -2.3531 -0.2500 1.624 1.593 -0.014
C 2.7839 -3.9353 -1.3769 0.353 -1.232 -0.273
C 1.5053 -4.7096 -0.8760 0.977 -0.534 0.938
F 3.5338 -3.4715 -0.2386 -1.188 -0.488 -1.156
H 6.6395 -0.0527 -1.0322 -1.082 0.404 0.552
H 5.7064 0.6582 0.4543 0.178 -0.557 -1.251
H 5.4165 -1.0445 -0.0988 0.382 1.236 -0.577
H 4.1255 0.9822 -3.2852 0.614 -0.682 1.187
H 5.8385 0.4746 -2.9508 -1.053 -0.384 0.280
H 3.7801 -1.1807 -4.0552 0.442 -0.306 1.026
H 6.5835 -1.5411 -2.9398 -1.349 -0.569 -0.156
H 5.7287 -2.4155 -4.2747 -0.047 0.011 1.347
H 6.3317 -3.6690 -0.5583 -0.673 1.611 -1.476
H 3.0316 -3.1098 -3.4193 -0.842 -0.046 1.229
H 1.0894 -1.9484 -3.8213 0.011 -0.455 1.387
H 0.2890 -3.0495 -2.6376 1.070 0.639 0.092
H -0.2764 -0.5947 -2.4744 1.289 -0.464 1.003
H 1.4101 -0.1078 -2.0359 -0.599 -1.143 0.664
H 3.4680 -4.7088 -1.8618 -0.751 1.123 0.618
H 1.8584 -5.7448 -0.5483 -0.454 1.371 -0.417
H 0.7066 -4.8880 -1.6482 0.835 0.546 0.810
H 1.1408 -4.2058 0.0687 0.008 -0.449 -1.309
Br 5.5498 3.4231 2.5543 -0.056 -0.072 -0.074
C 3.7204 2.8126 2.8349 0.083 0.237 0.046
C 3.6454 1.7980 3.9474 -0.191 -0.188 -0.009
Br 4.2842 0.0544 3.3556 0.029 0.024 0.053
H 3.3627 2.4309 1.8797 0.045 -0.054 0.132
H 3.1586 3.7098 3.0965 0.022 -0.108 0.039
H 2.6102 1.6341 4.2485 0.065 0.059 -0.045
H 4.2332 2.0714 4.8221 -0.037 0.028 -0.139
Br -0.1409 -3.0388 6.3419 -0.064 0.103 -0.036
C 1.2987 -2.1318 5.3895 0.019 -0.258 -0.044
C 2.4257 -1.7611 6.3200 0.167 0.210 -0.048
Br 1.9703 -0.2007 7.3948 -0.028 -0.038 0.006
H 0.8555 -1.2737 4.8875 0.108 -0.046 0.096
H 1.6395 -2.8486 4.6419 0.033 0.083 0.070
H 3.3100 -1.4659 5.7531 -0.146 -0.039 -0.018
H 2.6938 -2.5566 7.0132 -0.135 0.051 -0.084
Br -1.5294 2.3893 -3.6377 -0.010 -0.030 -0.025
C -3.3613 1.7723 -3.3821 0.062 0.209 0.093
C -3.4443 0.7491 -2.2786 -0.151 -0.154 0.046
Br -2.7969 -0.9916 -2.8715 -0.266 0.022 -0.013
H -3.7082 1.3985 -4.3431 0.056 -0.022 0.144
H -3.9282 2.6667 -3.1189 -0.011 -0.097 0.011
H -4.4820 0.5803 -1.9886 0.053 0.031 -0.095
H -2.8643 1.0188 -1.3965 0.023 -0.007 -0.138
Br -7.9674 -0.2905 -0.9437 0.041 0.126 -0.098
C -8.3709 -1.1528 -2.6432 -0.032 -0.150 0.295
C -7.1157 -1.4214 -3.4345 -0.017 -0.009 -0.246
Br -6.4446 0.2100 -4.2643 -0.067 0.009 0.017
H -9.0796 -0.5115 -3.1644 0.150 -0.041 0.000
H -8.8632 -2.0886 -2.3761 0.088 0.035 -0.064
H -7.3222 -2.0977 -4.2645 -0.029 0.052 0.082
H -6.3046 -1.8298 -2.8334 -0.121 0.070 0.003
Br -11.0894 -0.7234 3.8581 0.005 -0.086 0.031
C -9.3739 -1.6491 3.8682 0.003 0.266 0.022
C -8.9670 -2.0701 2.4792 0.141 -0.213 0.010
Br -9.9655 -3.6399 1.8950 -0.002 0.094 -0.074
H -9.4677 -2.4834 4.5609 0.034 0.046 -0.140
H -8.6641 -0.9260 4.2698 0.004 -0.095 -0.081
H -7.9205 -2.3769 2.4617 -0.068 0.046 0.090
H -9.1258 -1.2960 1.7305 -0.043 -0.056 0.136
Br 4.1869 -7.2019 0.4651 -0.002 0.032 -0.078
C 5.3620 -7.8066 -0.9682 0.138 -0.349 0.245
C 6.6711 -7.0566 -0.9553 0.107 0.092 -0.720
Br 6.4711 -5.2543 -1.6915 0.790 -7.785 0.481
H 4.8109 -7.6933 -1.9004 0.108 0.074 0.084
H 5.5229 -8.8679 -0.7737 -0.042 0.084 -0.006
H 7.4002 -7.5498 -1.6014 -0.098 -0.154 0.121
H 7.0938 -6.9462 0.0421 -0.130 -0.109 -0.070
Br -6.3542 2.5702 1.4520 0.008 -0.103 -0.067
C -5.4573 3.1749 -0.1694 0.044 -0.081 0.187
C -6.0025 4.5019 -0.6332 -0.066 -0.178 -0.312
Br -7.7331 4.2895 -1.5040 0.018 0.020 0.031
H -5.5663 2.3807 -0.9074 -0.174 0.129 0.023
H -4.4080 3.2673 0.1050 -0.131 0.011 -0.044
H -5.3546 4.9396 -1.3937 -0.095 -0.157 0.204
H -6.1396 5.2184 0.1743 0.064 -0.131 -0.060
Br 8.2595 -4.1763 -4.2922 0.112 -0.089 -0.265
C 9.1762 -3.5880 -5.9084 0.082 -0.007 0.354
C 8.6606 -2.2500 -6.3742 0.090 -0.018 -0.289
Br 6.9281 -2.4239 -7.2522 -0.044 0.039 0.099
H 9.0548 -4.3772 -6.6478 0.003 0.184 -0.004
H 10.2281 -3.5166 -5.6293 -0.073 0.070 -0.076
H 9.3212 -1.8267 -7.1315 -0.045 -0.071 0.047
H 8.5349 -1.5313 -5.5660 0.006 -0.150 -0.031
Br 8.9779 -5.6310 -9.2420 -0.050 -0.066 -0.095
C 7.1283 -6.1890 -8.9874 0.028 0.285 0.107
C 7.0073 -7.1957 -7.8715 -0.152 -0.237 -0.063
Br 7.6048 -8.9612 -8.4413 0.044 0.076 0.077
H 6.7751 -6.5640 -9.9463 0.063 -0.055 0.139
H 6.5882 -5.2745 -8.7382 0.049 -0.078 0.049
H 5.9633 -7.3279 -7.5861 0.070 0.078 -0.055
H 7.5896 -6.9329 -6.9897 -0.042 0.046 -0.132
Br -3.0478 5.4902 0.6701 0.207 0.152 0.036
C -2.1519 6.0932 -0.9541 0.149 0.053 0.190
C -2.6967 7.4187 -1.4212 -0.049 0.010 -0.300
Br -4.4280 7.2064 -2.2930 0.089 0.220 -0.006
H -2.2605 5.2985 -1.6909 -0.014 0.125 0.025
H -1.1007 6.1863 -0.6794 -0.087 0.040 -0.039
H -2.0480 7.8536 -2.1820 -0.002 -0.052 0.102
H -2.8333 8.1367 -0.6148 0.047 -0.133 -0.053
Br -6.1576 -0.5524 6.1115 -0.007 -0.009 0.067
C -4.4433 -1.4776 6.1178 0.097 0.201 0.023
C -4.0440 -1.8991 4.7269 0.120 -0.226 -0.013
Br -5.0449 -3.4688 4.1461 -0.051 0.094 -0.068
H -4.5345 -2.3112 6.8119 -0.015 0.029 -0.160
H -3.7328 -0.7533 6.5175 -0.073 -0.089 -0.092
H -2.9974 -2.2053 4.7049 -0.072 0.033 0.088
H -4.2072 -1.1246 3.9793 -0.031 -0.036 0.147
Br 3.9906 -1.1507 11.6961 0.017 0.046 -0.107
C 4.4426 0.7306 11.9254 -0.267 -0.069 0.145
C 4.0539 1.5388 10.7141 0.159 0.163 -0.118
Br 5.3136 1.2725 9.2513 -0.069 -0.017 0.014
H 5.5054 0.7764 12.1508 -0.110 0.017 -0.085
H 3.8763 1.0535 12.7998 0.023 0.000 -0.093
H 4.0970 2.6058 10.9349 0.013 -0.101 0.056
H 3.0651 1.2918 10.3301 0.111 -0.059 0.077
Br 0.2658 9.3906 -0.1966 0.052 0.032 -0.060
C -0.0212 11.3135 -0.0687 0.051 -0.120 0.244
C -1.4897 11.6511 -0.1176 -0.083 0.234 -0.212
Br -2.1855 11.5265 -1.9339 -0.023 -0.108 0.105
H 0.5541 11.7744 -0.8695 -0.150 -0.042 0.040
H 0.4065 11.6015 0.8920 -0.082 -0.015 -0.062
H -1.6553 12.6870 0.1796 0.077 -0.083 0.000
H -2.1019 10.9980 0.5020 0.148 0.030 -0.042
Br 5.8684 -1.4959 15.0177 0.050 0.031 -0.112
C 7.0509 -2.0952 13.5888 0.010 -0.134 0.262
C 8.3549 -1.3355 13.5966 0.062 0.010 -0.208
Br 8.1475 0.4534 12.8508 0.093 -0.024 0.100
H 6.4975 -1.9950 12.6566 0.093 0.058 0.085
H 7.2254 -3.1525 13.7909 0.054 0.097 -0.016
H 9.0871 -1.8253 12.9541 -0.104 -0.003 0.036
H 8.7759 -1.2148 14.5932 -0.126 -0.030 -0.083
Br -6.1210 2.9626 -8.8450 0.005 -0.062 0.103
C -7.7643 2.4173 -7.9503 -0.103 -0.032 -0.236
C -8.4062 3.5765 -7.2318 -0.016 -0.057 0.261
Br -7.4734 3.9847 -5.5699 -0.020 0.064 -0.023
H -7.5071 1.5903 -7.2899 -0.014 0.165 0.034
H -8.4158 2.0526 -8.7481 0.176 0.137 0.241
H -9.4238 3.3248 -6.9313 0.086 -0.046 -0.060
H -8.4225 4.4925 -7.8198 0.054 -0.154 -0.009
Br -9.6831 1.6752 -10.9140 -0.177 -0.021 -0.306
C -8.5143 1.0850 -12.3591 0.042 -0.188 0.166
C -7.2161 1.8507 -12.3645 0.090 0.108 -0.283
Br -7.4516 3.6390 -13.1016 0.020 -0.055 0.129
H -9.0785 1.1874 -13.2843 0.088 0.069 0.101
H -8.3344 0.0274 -12.1636 0.032 0.097 -0.006
H -6.4892 1.3675 -13.0183 -0.116 -0.029 0.037
H -6.7830 1.9709 -11.3732 -0.119 -0.028 -0.077
Br -2.7215 1.7803 6.9636 -0.027 0.035 0.009
C -4.1795 2.9939 7.4087 0.159 0.117 -0.172
C -4.1670 3.3514 8.8729 -0.258 -0.044 0.163
Br -4.8635 1.8940 9.9634 0.112 0.046 -0.027
H -5.1023 2.5116 7.0900 0.089 0.006 0.119
H -4.0079 3.8799 6.7963 -0.006 -0.043 0.093
H -4.8312 4.1940 9.0675 0.046 -0.058 -0.093
H -3.1728 3.5834 9.2507 -0.077 -0.056 -0.125
```
Positions in Å, forces in eV/Å.

Molecular formula: C44H87BeBr3CsNNaO15P
Method: DFT, wB97M-V/def2-TZVPD

Computed properties:
Lowest unoccupied orbital energy in eV: -1.971
HOMO in eV: -3.9
F_max in eV Å⁻¹: 5.95
Frontier orbital gap in eV: 1.9

```
154
Properties=species:S:1:pos:R:3:forces:R:3
C -3.7154 -2.0019 -7.1081 -0.514 0.718 0.863
C -3.9786 -1.6567 -5.5989 0.011 0.057 -1.341
C -2.7841 -0.9819 -4.8480 -1.436 -0.317 -0.236
C -3.2567 0.3604 -4.1791 0.783 -0.329 -0.359
C -1.9788 -1.8750 -3.8342 0.873 1.621 -0.082
C -0.8913 -0.8417 -3.3742 0.361 -1.640 0.837
C 0.4873 -1.3485 -2.9362 0.254 1.025 -0.486
C 1.2502 -0.1856 -2.3044 0.628 -0.740 -0.001
C 2.6886 -0.6008 -1.9298 -0.628 0.210 0.279
C 3.1588 0.1605 -0.6939 -0.483 0.292 -0.212
C 2.9828 1.7005 -0.7854 0.141 -0.557 0.381
C 1.7664 2.2169 0.0008 0.147 0.256 -0.966
C 1.8321 3.6908 0.4225 -0.609 -0.521 0.117
O 2.8188 4.4205 -0.2718 -0.011 0.186 0.086
C 2.8336 5.7455 0.2128 -0.252 -0.299 0.113
C -1.4112 -3.1547 -4.4794 1.592 -0.988 0.260
C -0.4946 -4.0604 -3.5762 0.551 -0.156 0.447
C -0.5484 -5.5452 -3.9028 -0.561 -0.223 0.357
N -1.2278 -6.4052 -3.2675 0.315 0.016 -0.143
C -0.5823 -2.9580 -5.7712 -1.074 -0.231 -0.886
C -0.9358 -3.8564 -6.9816 1.082 0.262 -1.338
C -0.8816 -3.0244 -8.3044 -0.223 -0.479 0.248
C 0.0775 -5.0179 -7.2005 -0.964 -0.219 0.561
O -2.5850 -3.9863 -4.5915 -0.626 0.557 0.367
C -3.2287 -3.8567 -3.3669 -0.261 -1.077 0.102
O -3.9857 -4.7095 -2.9809 0.734 1.094 -0.432
C -2.8568 -2.4882 -2.6972 -0.976 -0.148 -1.116
C -2.2844 -2.4949 -1.2519 -0.520 -0.686 0.067
C -2.3017 -3.8235 -0.4651 1.254 0.310 1.475
C -3.4069 -3.8949 0.6038 -0.561 -0.535 -1.009
C -0.9624 -3.8881 0.3340 -0.979 -0.109 -0.157
P -4.5779 -1.8173 -2.3655 -0.491 -0.004 0.982
O -5.3786 -2.6485 -1.4535 -0.104 -0.339 0.196
H -4.6181 -1.7735 -7.6765 -0.108 -0.059 -0.072
H -2.9344 -1.3398 -7.4952 0.064 -0.804 -0.050
H -3.5143 -3.0508 -7.2698 0.458 -0.019 -0.072
H -4.3787 -2.5585 -5.1576 0.120 -0.047 0.249
H -4.8186 -0.9632 -5.6421 -0.019 0.178 0.333
H -2.1040 -0.6442 -5.6492 0.100 -0.447 0.355
H -2.5280 1.1281 -4.4175 0.068 0.183 0.156
H -4.2077 0.7229 -4.5592 -0.193 -0.209 0.017
H -3.2776 0.3131 -3.0997 -0.163 0.023 0.094
H -0.6661 -0.1514 -4.1808 -0.281 0.277 -0.054
H -1.3000 -0.3144 -2.5147 -0.090 0.417 -0.128
H 1.0544 -1.6309 -3.8258 0.023 -0.373 0.011
H 0.4879 -2.1794 -2.2436 -0.089 -0.073 0.096
H 1.2921 0.6585 -2.9966 -0.357 0.245 0.117
H 0.7295 0.0787 -1.3835 -0.167 0.324 -0.020
H 2.6688 -1.6644 -1.7089 0.475 -0.112 0.111
H 3.3813 -0.4727 -2.7584 0.031 0.002 -0.135
H 4.1843 -0.1123 -0.4726 0.059 -0.243 0.059
H 2.5199 -0.1876 0.1231 0.219 -0.134 0.253
H 2.8734 1.9884 -1.8301 0.209 0.223 -0.074
H 3.8870 2.1612 -0.3969 0.073 0.197 -0.062
H 1.5773 1.5565 0.8413 0.043 0.155 0.332
H 0.9053 2.1222 -0.6605 -0.183 -0.144 0.048
H 1.9454 3.7559 1.5119 0.390 0.181 0.021
H 0.8595 4.1505 0.2042 -0.077 0.118 0.096
H 3.2109 5.7442 1.2392 0.203 0.287 0.034
H 1.8198 6.1602 0.2481 -0.093 0.046 -0.079
H 3.4283 6.3655 -0.4483 0.271 -0.033 0.019
H 0.5559 -3.7942 -3.6350 0.022 0.308 -0.147
H -0.7163 -3.9920 -2.5121 -0.363 0.098 0.002
H 0.0713 -5.9546 -4.6949 0.113 0.291 -0.178
H -1.7655 -5.9749 -2.5165 -0.105 -0.013 -0.010
H 0.4708 -3.1187 -5.5776 0.081 0.029 0.372
H -0.6296 -1.9302 -6.1269 -0.224 0.176 0.224
H -1.9223 -4.3017 -6.9486 -0.157 0.131 0.527
H -1.0418 -1.9607 -8.1451 -0.066 0.104 -0.089
H -1.6458 -3.4183 -8.9730 -0.096 0.206 -0.197
H 0.0610 -3.1659 -8.8248 0.230 0.211 0.102
H 0.2979 -5.1569 -8.2528 0.173 0.047 -0.107
H -0.3792 -5.9480 -6.8688 0.205 -0.169 0.155
H 0.9857 -4.8532 -6.6306 0.256 -0.039 -0.131
H -2.8798 -1.7976 -0.6591 0.064 0.144 0.081
H -1.2780 -2.0968 -1.2060 0.116 0.066 -0.470
H -2.3100 -4.7257 -1.0665 -0.327 0.168 -0.432
H -3.7748 -2.9014 0.8424 0.072 0.075 0.297
H -4.2577 -4.4414 0.2014 -0.207 0.084 0.040
H -3.0700 -4.4198 1.4909 0.138 0.110 0.179
H -1.0663 -3.2254 1.1910 0.358 0.263 0.016
H -0.0943 -3.6367 -0.2707 0.211 -0.090 0.078
H -0.8949 -4.8873 0.7543 0.375 -0.112 0.008
H -5.3201 -1.5741 -3.5347 0.444 0.325 -0.129
H -4.3512 -0.5696 -1.7396 0.174 0.075 -0.450
C -0.8431 -2.7574 5.6292 0.049 0.050 -0.088
C -1.8977 -2.8775 4.5418 0.005 -0.346 0.234
O -1.7757 -4.1150 3.8556 0.171 0.121 -0.221
H 0.1557 -2.8388 5.1986 -0.008 0.075 -0.040
H -0.9195 -1.8044 6.1580 0.014 -0.045 0.077
H -0.9509 -3.5646 6.3572 -0.086 0.057 0.060
H -1.7766 -2.0830 3.8053 -0.033 -0.091 -0.075
H -2.9052 -2.8022 4.9681 0.025 0.140 0.031
H -1.8913 -4.8159 4.5078 -0.189 0.056 -0.053
O -1.0958 -8.2065 7.6474 -0.771 0.277 0.156
C -1.1273 -7.4283 6.7076 4.950 -1.763 -1.031
C -2.8217 -6.6352 6.8309 -5.484 1.970 1.203
O -2.9008 -5.8528 5.8911 0.967 -0.360 -0.210
H -1.1524 -7.8106 5.6703 -1.035 -0.121 0.085
H -0.4809 -6.5302 6.7087 -0.713 0.495 0.585
H -2.8246 -6.2361 7.8616 1.285 0.121 -0.040
H -3.4980 -7.5083 6.8574 0.841 -0.677 -0.683
O -3.3885 2.6850 -6.2716 -0.920 2.289 2.285
C -3.7231 3.7222 -5.7266 -0.513 0.270 0.012
O -3.4394 3.9917 -4.4703 0.135 -0.189 -0.001
C -4.0564 5.2422 -4.0709 -0.145 0.458 0.135
C -4.2892 5.9877 -5.3744 -0.028 -0.017 -0.124
C -4.5327 4.8373 -6.3507 0.300 0.351 0.202
H -4.9829 5.0126 -3.5447 0.015 -0.116 -0.033
H -3.3916 5.7698 -3.3942 0.145 -0.224 0.033
H -5.1024 6.7065 -5.3200 -0.048 -0.058 0.058
H -3.3852 6.5258 -5.6610 0.001 0.009 0.026
H -5.5813 4.5349 -6.3806 0.020 -0.067 -0.080
H -4.1777 5.0652 -7.3528 -0.145 -0.202 -0.098
C 4.9428 6.6169 7.3626 -0.082 -0.126 -0.562
O 5.7432 5.9870 6.3987 0.109 -0.052 0.261
C 6.4937 4.8460 6.8220 -0.100 0.080 -0.101
C 6.2916 3.6410 5.9232 0.064 -0.141 -0.315
O 4.9934 3.0963 5.8896 -0.026 -0.094 0.149
C 3.9210 3.8264 5.3105 -0.044 0.182 0.097
C 4.0173 4.1025 3.8245 -0.071 0.106 -0.065
O 5.0812 4.9801 3.4953 0.182 -0.262 0.122
C 5.8778 4.5539 2.4032 -0.030 0.189 -0.016
H 5.5155 7.3735 7.9137 -0.187 0.173 0.060
H 4.1226 7.1130 6.8449 -0.020 0.022 0.057
H 4.5068 5.8952 8.0595 -0.291 -0.259 -0.234
H 6.2497 4.5673 7.8561 -0.148 0.038 -0.008
H 7.5557 5.1159 6.7952 0.049 -0.168 0.017
H 6.9219 2.8443 6.3279 -0.024 0.007 0.069
H 6.6692 3.8380 4.9186 -0.076 0.244 -0.011
H 3.7291 4.7432 5.8714 0.080 0.104 -0.107
H 3.0455 3.1938 5.4548 0.043 -0.018 -0.005
H 3.0781 4.5777 3.5127 -0.099 -0.154 0.063
H 4.1027 3.1528 3.2865 0.096 0.007 -0.018
H 5.9848 3.4664 2.3749 -0.048 -0.010 -0.014
H 6.8700 4.9904 2.5236 -0.030 0.063 0.001
H 5.4541 4.9034 1.4574 0.026 -0.140 -0.065
Cs -2.6701 1.2345 -7.9300 1.229 -2.100 -2.563
Na 5.0297 6.1027 10.0660 -0.813 -0.562 0.536
Be 7.6666 7.1606 8.5700 0.425 0.109 0.239
C -0.7387 1.0676 4.8907 0.071 0.045 -0.052
Br -1.9254 2.5840 4.9339 0.060 -0.019 0.010
Br -0.4321 0.4545 3.0941 -0.038 -0.001 -0.098
Br 0.9317 1.4257 5.7653 -0.102 -0.022 0.103
H -1.2248 0.2708 5.4337 -0.017 -0.026 -0.018
C 0.8206 3.3887 9.0783 -0.050 -0.038 0.029
C 1.2543 4.2655 10.2678 -0.338 -0.056 -0.221
O 0.3613 4.7452 10.9719 0.132 0.149 0.135
O 2.5102 4.4047 10.4001 1.136 0.592 -0.144
H -0.2640 3.3116 9.0229 -0.007 0.036 0.037
H 1.1893 3.8203 8.1445 0.080 -0.055 0.008
H 1.2389 2.3857 9.1837 0.089 0.039 -0.057
O 5.2573 -2.1676 -1.2849 -0.107 0.144 -0.047
H 5.4200 -1.2848 -1.6442 0.144 -0.141 -0.046
```
Positions in Å, forces in eV/Å.

Question: Among the records above, which one has the highest lowest unoccupied orbital energy?
Answer: C44H86Br34F4O4

Question: What is the formula in the second record?
Answer: C44H87BeBr3CsNNaO15P

Question: The lowest HOMO belongs to which entry?
Answer: C44H86Br34F4O4